Entry 1:
Computed, not measured: a cluster of 2 separate species, C4H10 in total, with the ωB97M-V functional and the def2-TZVPD basis.

```
14
C4H10 | the OMol25 dataset | the ωB97M-V functional and the def2-TZVPD basis
C 1.732 0.707 1.303
C -1.261 -0.669 -0.352
C -0.138 -0.903 -1.319
C -1.878 0.496 -0.172
H 2.128 1.676 1.616
H 1.854 -0.014 2.115
H 2.283 0.359 0.425
H -1.575 -1.530 0.239
H -0.433 -1.621 -2.095
H 0.738 -1.321 -0.810
H 0.164 0.028 -1.811
H -2.689 0.608 0.543
H -1.595 1.382 -0.739
H 0.672 0.801 1.056
```

Output
Strongest force on any atom in eV Å⁻¹: 0.2
Frontier orbital gap in eV: 10.86
Highest occupied orbital energy in eV: -9.66
Net charge: 0
SMILES: C=CC.C
Relative energy (zero: lowest compared OMol25 entry of this formula, charge and spin) in eV: 0.963

---

Entry 2:
Computed, not measured: the molecule C4H7NO2, with the ωB97M-V functional and the def2-TZVPD basis.

```
14
C4H7NO2 | the OMol25 dataset | the ωB97M-V functional and the def2-TZVPD basis
N -2.023 0.834 0.773
C -1.534 -0.435 0.792
O -1.766 -1.254 1.662
C -0.648 -0.784 -0.415
C 0.037 0.435 -0.946
C 2.101 0.621 -0.278
O 1.287 0.091 -1.329
H -2.564 1.143 1.568
H -1.626 1.503 0.122
H -1.300 -1.161 -1.217
H 0.046 -1.586 -0.127
H 1.511 1.357 0.286
H 2.357 -0.211 0.383
H 2.990 1.090 -0.691
```

Output
Strongest force on any atom in eV Å⁻¹: 0.6
Frontier orbital gap in eV: 8.59
Highest occupied orbital energy in eV: -8.70
Net charge: 0
Relative energy (zero: lowest compared OMol25 entry of this formula, charge and spin) in eV: 4.083

---

Entry 3:
Computed, not measured: a cluster of 7 separate species, C35H81NO17 in total in a non-equilibrium geometry, with the ωB97M-V functional and the def2-TZVPD basis.

```
134
C35H81NO17 | the OMol25 dataset | the ωB97M-V functional and the def2-TZVPD basis
C 2.835 -1.523 -1.001
C 3.276 -1.069 -2.408
N 2.218 -0.805 -3.381
C 1.339 -1.946 -3.564
C 0.228 -1.683 -4.574
C -0.591 -2.928 -4.828
O -0.146 -3.879 -5.429
O -1.893 -2.881 -4.409
C -2.036 -3.089 -2.995
O -3.235 -2.583 -2.578
C -3.233 -1.182 -2.395
C -3.665 -0.403 -3.636
C -2.700 0.736 -4.015
O -4.969 0.102 -3.342
C 1.547 0.433 -3.159
C 1.123 1.216 -4.381
O 1.354 0.899 -2.036
H 3.060 -2.575 -0.840
H 1.763 -1.411 -0.883
H 3.305 -0.951 -0.212
H 3.903 -1.841 -2.845
H 3.895 -0.183 -2.315
H 0.882 -2.272 -2.626
H 1.941 -2.778 -3.928
H 0.652 -1.359 -5.517
H -0.440 -0.914 -4.188
H -1.215 -2.624 -2.444
H -2.035 -4.159 -2.806
H -2.252 -0.838 -2.060
H -3.937 -0.948 -1.603
H -3.732 -1.108 -4.461
H -1.948 0.907 -3.250
H -3.254 1.655 -4.169
H -2.200 0.488 -4.948
H -5.348 0.437 -4.153
H 1.376 0.723 -5.310
H 1.559 2.206 -4.330
H 0.041 1.327 -4.343
C -0.151 0.950 4.274
O -0.825 0.807 3.035
C -0.117 1.386 1.947
C 0.622 0.349 1.135
O 1.658 -0.267 1.893
C 1.301 -1.533 2.414
H -0.625 0.279 4.991
H 0.907 0.691 4.188
H -0.242 1.979 4.640
H 0.577 2.151 2.308
H -0.855 1.876 1.304
H 1.091 0.834 0.277
H -0.076 -0.407 0.758
H 1.297 -2.290 1.620
H 0.320 -1.510 2.895
H 2.050 -1.809 3.155
C 5.383 5.197 4.752
O 5.195 4.029 5.534
C 3.924 3.980 6.160
C 2.967 3.076 5.415
O 2.664 3.587 4.123
C 3.401 2.953 3.089
H 6.257 5.038 4.122
H 4.521 5.401 4.114
H 5.566 6.061 5.399
H 3.506 4.987 6.253
H 4.072 3.582 7.169
H 2.025 3.021 5.971
H 3.377 2.064 5.341
H 2.990 1.958 2.883
H 4.459 2.862 3.343
H 3.305 3.564 2.192
C -0.780 -1.097 -11.597
O 0.421 -1.253 -10.864
C 0.605 -0.270 -9.861
C 0.233 -0.787 -8.489
O -1.151 -1.074 -8.386
C -1.451 -2.457 -8.516
H -0.938 -2.012 -12.166
H -1.637 -0.937 -10.939
H -0.698 -0.258 -12.296
H 0.026 0.629 -10.093
H 1.665 0.002 -9.860
H 0.462 -0.011 -7.749
H 0.828 -1.674 -8.247
H -1.165 -2.994 -7.607
H -0.942 -2.905 -9.372
H -2.526 -2.550 -8.656
C -3.123 -2.013 6.325
O -3.132 -0.748 5.692
C -3.424 -0.814 4.299
C -4.867 -0.471 4.012
O -5.766 -1.423 4.562
C -6.359 -1.003 5.776
H -3.126 -1.843 7.401
H -4.001 -2.605 6.058
H -2.218 -2.571 6.060
H -3.184 -1.807 3.907
H -2.780 -0.087 3.800
H -5.019 -0.471 2.928
H -5.097 0.531 4.386
H -7.125 -0.242 5.589
H -5.617 -0.603 6.471
H -6.834 -1.872 6.228
C 1.789 7.285 4.804
O 2.803 8.231 5.102
C 2.319 9.560 5.194
C 2.133 9.993 6.631
O 1.118 9.246 7.281
C 1.618 8.207 8.102
H 2.189 6.291 4.997
H 0.900 7.433 5.422
H 1.511 7.349 3.747
H 1.380 9.666 4.643
H 3.062 10.212 4.724
H 1.827 11.044 6.648
H 3.079 9.907 7.175
H 2.046 8.615 9.024
H 2.376 7.614 7.584
H 0.781 7.561 8.360
C -2.254 -9.110 -0.890
O -1.523 -8.854 -2.077
C -1.333 -7.474 -2.337
C 0.048 -7.005 -1.936
O 0.247 -7.071 -0.533
C 0.981 -8.210 -0.120
H -2.144 -10.169 -0.660
H -1.877 -8.525 -0.049
H -3.316 -8.890 -1.037
H -2.098 -6.878 -1.830
H -1.451 -7.328 -3.416
H 0.163 -5.957 -2.231
H 0.810 -7.588 -2.461
H 2.043 -8.094 -0.365
H 0.602 -9.124 -0.583
H 0.878 -8.292 0.960
```

Output
Strongest force on any atom in eV Å⁻¹: 1.8
Frontier orbital gap in eV: 9.54
Highest occupied orbital energy in eV: -9.06
Net charge: 0
SMILES: CCN(CCC(=O)OCOC[C@H](C)O)C(C)=O.COCCOC.COCCOC.COCCOC.COCCOC.COCCOC.COCCOC

---

Entry 4:
Computed, not measured: the molecule CH3INOP, with the ωB97M-V functional and the def2-TZVPD basis.

```
8
CH3INOP | the OMol25 dataset | the ωB97M-V functional and the def2-TZVPD basis
C 1.547 -0.627 -1.537
N 0.942 0.142 -0.634
O 1.026 -1.467 -2.196
P -0.819 0.032 -0.599
I 3.683 -0.250 -1.657
H 1.441 0.906 -0.201
H -0.869 0.526 0.710
H -0.837 -1.297 -0.163
```

Output
Strongest force on any atom in eV Å⁻¹: 0.8
Frontier orbital gap in eV: 10.02
Highest occupied orbital energy in eV: -9.68
Net charge: 0
SMILES: O=C(I)NP
Relative energy (zero: lowest compared OMol25 entry of this formula, charge and spin) in eV: 0.000

---

Entry 5:
Computed, not measured: a structure of composition C41H42FeP2Te in a non-equilibrium geometry, with the ωB97M-V functional and the def2-TZVPD basis.

```
87
C41H42FeP2Te | the OMol25 dataset | the ωB97M-V functional and the def2-TZVPD basis
Fe -1.771 2.344 -1.646
C -1.846 5.203 -2.212
C -1.445 5.284 -0.917
C -2.173 6.091 0.129
C -3.689 5.866 0.114
C -4.034 4.451 -0.311
C -4.290 4.039 -1.586
C -4.230 4.905 -2.816
C -3.042 5.884 -2.843
C -1.303 -0.919 0.321
H -1.190 4.770 -2.948
H -0.411 5.044 -0.669
H -1.922 7.163 -0.073
H -1.788 5.898 1.171
H -4.095 5.999 1.127
H -4.175 6.575 -0.578
H -4.383 3.841 0.524
H -4.911 3.172 -1.703
H -5.216 5.423 -2.904
H -4.142 4.269 -3.745
H -2.768 6.058 -3.893
H -3.280 6.849 -2.378
H -0.372 -0.424 -0.281
H -1.564 -1.879 -0.162
H -0.820 -1.119 1.304
P 0.687 2.720 -0.346
P -2.814 0.163 0.444
C -0.894 2.808 0.560
C -2.211 2.022 0.392
C 1.770 3.299 1.003
C 1.519 4.506 1.674
C 2.375 4.927 2.681
C 3.463 4.125 3.023
C 3.702 2.896 2.407
C 2.846 2.468 1.382
C 1.009 3.579 -2.001
C 0.280 3.066 -3.116
C 0.683 3.407 -4.407
C 1.796 4.249 -4.578
C 2.525 4.726 -3.483
C 2.155 4.362 -2.194
C -3.833 -0.176 1.915
C -3.221 0.034 3.160
C -3.804 -0.475 4.314
C -5.036 -1.118 4.245
C -5.688 -1.260 3.017
C -5.107 -0.762 1.853
C -3.762 -0.069 -1.157
C -3.503 -1.145 -2.032
C -4.099 -1.225 -3.307
C -5.000 -0.235 -3.711
C -5.234 0.873 -2.890
C -4.658 0.899 -1.615
H -0.936 3.492 1.407
H -2.958 2.682 -0.193
H 0.644 5.051 1.320
H 2.173 5.895 3.134
H 4.142 4.509 3.767
H 4.574 2.315 2.718
H 3.014 1.519 0.843
H -0.670 2.420 -2.969
H 0.169 3.032 -5.298
H 2.046 4.593 -5.575
H 3.371 5.404 -3.625
H 2.677 4.689 -1.305
H -2.291 0.605 3.181
H -3.301 -0.348 5.271
H -5.505 -1.470 5.160
H -6.663 -1.750 2.989
H -5.635 -0.811 0.908
H -2.815 -1.935 -1.759
H -3.882 -2.027 -4.009
H -5.522 -0.302 -4.675
H -5.859 1.696 -3.246
H -4.824 1.719 -0.936
Te 1.159 0.349 -0.977
C 2.047 -1.615 -0.456
C 2.450 -2.762 -1.186
C 2.954 -3.952 -0.551
C 3.110 -3.992 0.836
C 2.806 -2.828 1.580
C 2.293 -1.688 0.923
H 2.346 -2.788 -2.272
H 3.181 -4.860 -1.140
H 3.418 -4.918 1.358
H 2.921 -2.835 2.671
H 2.018 -0.826 1.524
```

Output
Strongest force on any atom in eV Å⁻¹: 4.2
Frontier orbital gap (alpha / beta) in eV: 5.89 / 5.48
<S²>: 6.06
Highest occupied orbital energy (alpha / beta) in eV: -5.64 / -5.90
Spin multiplicity: 5
Net charge: 0
Relative energy (zero: lowest compared OMol25 entry of this formula, charge and spin) in eV: 6.325

---

Entry 6:
Computed, not measured: a structure of composition C20H31BN7Pd in a non-equilibrium geometry, with the ωB97M-V functional and the def2-TZVPD basis.

```
60
C20H31BN7Pd | the OMol25 dataset | the ωB97M-V functional and the def2-TZVPD basis
Pd -0.165 -0.298 -1.694
C -3.395 -1.304 -1.723
C -2.719 -0.558 -0.707
C -3.220 0.459 0.154
C -2.295 0.676 1.177
C -2.395 1.656 2.321
N -1.254 -0.139 0.983
N -1.438 -0.805 -0.239
B 0.005 -0.464 1.851
N 1.312 -0.355 0.982
N 1.364 -0.930 -0.317
C 2.695 -1.013 -0.715
C 3.160 -1.335 -2.142
C 3.437 -0.486 0.305
C 2.564 -0.136 1.351
C 3.036 0.547 2.616
N 0.025 -1.886 2.431
N 0.532 -2.878 1.638
C 0.284 -4.084 2.194
C 0.873 -5.279 1.607
C -0.533 -3.889 3.373
C -0.722 -2.498 3.450
C -1.573 -1.639 4.355
H -3.210 -0.821 -2.706
H -4.469 -1.333 -1.565
H -3.094 -2.355 -1.818
H -4.223 1.011 0.136
H -1.508 2.238 2.427
H -2.682 1.155 3.272
H -3.193 2.306 2.122
H 0.144 0.379 2.760
H 3.439 -2.424 -2.251
H 4.123 -0.787 -2.346
H 2.321 -1.147 -2.832
H 4.531 -0.409 0.248
H 3.368 -0.213 3.328
H 2.199 1.122 3.037
H 3.798 1.245 2.336
H 0.507 -6.258 1.971
H 1.992 -5.326 1.723
H 0.709 -5.305 0.499
H -0.881 -4.636 4.035
H -0.926 -0.740 4.549
H -1.825 -2.189 5.269
H -2.590 -1.401 3.981
C 0.130 3.848 -4.908
C 0.262 3.404 -3.466
C 1.162 4.281 -2.594
C -1.116 3.163 -2.901
C 0.777 1.987 -3.402
N 1.057 0.910 -2.985
H -0.180 4.918 -4.913
H -0.788 3.328 -5.280
H 0.937 3.699 -5.604
H 0.746 5.345 -2.656
H 2.214 4.360 -2.938
H 1.082 3.947 -1.554
H -1.649 4.101 -2.896
H -1.079 2.838 -1.849
H -1.663 2.396 -3.477
```

Output
Strongest force on any atom in eV Å⁻¹: 4.8
Frontier orbital gap (alpha / beta) in eV: 10.04 / 5.73
<S²>: 6.06
Highest occupied orbital energy (alpha / beta) in eV: -18.64 / -18.52
Spin multiplicity: 5
Net charge: +3
Relative energy (zero: lowest compared OMol25 entry of this formula, charge and spin) in eV: 0.756

---

What is the formula in the sixth record? C20H31BN7Pd